[1]
Density functional theory data (ωB97M-V/def2-TZVPD) for a cluster of 2 separate species, C4H8ClNO in total.

## Properties
**Energy above the lowest of the compared OMol25 structures with the same formula, charge and spin**: 355.38 kJ/mol
**Electronic energy**: -747.26321 a.u.
**E_LUMO**: 0.74 eV
**HOMO**: -0.2975 Eh

XYZ file:
```
15
Properties=species:S:1:pos:R:3:forces:R:3:mulliken_charge:R:1
C -1.104694 0.232970 1.039816 -1.6 0.9 -2.2 -0.31
C 0.449244 0.324297 -2.965962 -1.9 -2.9 0.3 -0.65
C -0.014469 -0.620225 2.979609 -1.9 1.2 2.7 -0.66
C 0.440805 1.461307 -2.320687 -2.6 -0.7 -0.4 0.03
N -0.591991 -0.760806 0.364041 0.6 -2.4 -2.3 -0.15
O -0.694804 0.385603 2.234369 0.6 0.8 2.5 -0.09
Cl 1.535481 2.640151 -2.703804 1.7 1.6 0.1 -0.17
H -0.964601 -0.968708 -0.597582 0.7 0.7 1.7 0.26
H 1.279692 -0.011359 -3.487368 1.6 -0.1 -1.2 0.25
H -0.344471 -0.517656 -3.001613 0.9 1.9 0.7 0.21
H -0.787489 -1.248915 3.462671 0.3 0.2 -0.2 0.29
H 0.505708 -0.096484 3.809430 0.1 -0.5 -0.9 0.23
H 0.536889 -1.238245 2.385690 2.1 -1.4 -1.1 0.27
H -0.463319 1.774503 -1.818704 0.2 0.2 0.5 0.33
H 0.218020 -1.356435 0.620093 -0.8 0.5 -0.1 0.15
```
Forces are in eV/Å.

=====

[2]
Density functional theory data (ωB97M-V/def2-TZVPD) for an isolated molecule of C4H8ClNO2.

## Properties
**Energy above the lowest of the compared OMol25 structures with the same formula, charge and spin**: 129.28 kJ/mol
**Electronic energy**: -822.58818 a.u.
**E_LUMO**: 0.73 eV
**HOMO**: -0.3782 Eh
**SMILES**: C[C@H](Cl)CONC=O

XYZ file:
```
16
Properties=species:S:1:pos:R:3:forces:R:3:mulliken_charge:R:1
C -1.521251 0.400450 -1.481774 0.7 -0.5 0.0 -1.21
C -1.140203 1.221793 -0.258212 -0.3 0.3 -0.2 0.25
Cl -0.330714 2.746209 -0.778101 0.1 0.0 0.0 -0.22
C -0.271751 0.489158 0.729116 -0.3 -0.3 0.0 -0.50
O 0.865058 -0.007021 0.044252 0.1 -0.2 -0.2 -0.15
N 1.721405 -0.640519 0.940913 -0.9 -0.6 -0.4 -0.28
C 1.918755 -1.983335 0.711869 0.5 0.0 0.6 0.08
O 2.849034 -2.607789 1.165738 -0.3 0.3 -0.2 -0.53
H -0.628870 0.077644 -2.057764 -0.5 0.4 0.4 0.30
H -2.026863 -0.511985 -1.157051 -0.1 0.0 0.0 0.31
H -2.183457 0.963844 -2.120530 -0.2 0.1 -0.2 0.38
H -2.041809 1.564032 0.265585 0.2 -0.2 -0.1 0.33
H -0.850716 -0.338237 1.157538 0.0 -0.1 -0.1 0.31
H 0.045459 1.117563 1.547782 0.1 0.4 0.2 0.39
H 2.503398 -0.071990 1.140035 1.0 0.5 0.3 0.22
H 1.092525 -2.419818 0.150604 -0.2 -0.1 -0.3 0.32
```
Forces are in eV/Å.

=====

[3]
Density functional theory data (ωB97M-V/def2-TZVPD) for a structure of composition C4H8ClNO4.

## Properties
**Energy above the lowest of the compared OMol25 structures with the same formula, charge and spin**: 208.97 kJ/mol
**Electronic energy**: -972.91633 a.u.
**E_LUMO**: -2.27 eV
**HOMO**: -0.4010 Eh

XYZ file:
```
18
Properties=species:S:1:pos:R:3:forces:R:3:mulliken_charge:R:1
C 0.176554 -1.180064 1.613163 1.3 0.4 3.7 -1.07
C -0.524220 -0.749711 -1.389294 -0.4 -1.7 1.3 -0.18
C 0.934461 -0.085920 0.921987 0.7 -2.9 -3.9 -0.03
C 0.003638 0.183729 -0.399776 -0.8 2.9 3.1 -0.30
N 0.369851 1.492456 -0.943326 1.1 1.9 -2.6 1.15
O 0.483698 1.567874 -2.198127 -0.2 -0.6 1.5 -0.67
O 0.659544 2.414809 -0.234842 -0.4 -0.1 0.0 -0.51
O -1.392333 -0.249192 -2.295434 -1.7 0.1 -1.2 -0.48
O 1.139537 0.985319 1.698305 -1.6 0.6 0.9 -0.46
Cl -1.932498 1.141673 0.626025 1.9 -1.1 -1.0 -0.20
H 0.733684 -1.402287 2.651097 -1.2 0.2 -2.4 0.27
H -0.013489 -2.047388 1.040307 0.1 -1.0 -0.5 0.38
H -0.773508 -0.707702 1.859714 -0.2 -0.4 0.3 0.30
H -1.102717 -1.544709 -0.782925 1.1 0.9 -1.0 0.28
H 0.372661 -1.201236 -1.854628 -0.1 -0.2 0.1 0.28
H 1.933057 -0.477190 0.402674 -1.7 0.9 1.2 0.38
H -1.246665 0.652204 -2.623983 0.6 -0.5 0.4 0.36
H 0.178744 1.207335 1.909064 1.5 0.5 0.2 0.48
```
Forces are in eV/Å.

=====

[4]
Density functional theory data (ωB97M-V/def2-TZVPD) for an isolated molecule of C4H8ClNS2.

## Properties
**Energy above the lowest of the compared OMol25 structures with the same formula, charge and spin**: 145.84 kJ/mol
**Electronic energy**: -1468.45345 a.u.
**E_LUMO**: -0.28 eV
**HOMO**: -0.3160 Eh
**SMILES**: N[C@H](CCCl)C(=S)S

XYZ file:
```
16
Properties=species:S:1:pos:R:3:forces:R:3:mulliken_charge:R:1
N 0.034121 -1.645857 0.847508 -1.3 0.0 1.5 -0.45
C -0.188528 -0.269282 0.658229 5.3 0.0 2.4 -0.67
C -0.995026 0.230344 -0.398191 -1.0 1.4 -1.4 -0.14
C -0.369125 0.153192 -1.758636 -5.4 -1.7 -1.8 -0.55
Cl -0.097256 -1.573838 -2.129861 0.1 -0.3 -0.9 -0.21
C 1.303391 0.532681 0.748268 0.9 0.4 -0.6 0.01
S 2.746602 -0.089626 0.194278 -2.1 1.0 0.9 -0.15
S 1.156330 2.242753 1.586532 1.3 -2.2 -1.4 -0.14
H 0.168350 -1.878127 1.861362 0.4 -0.1 -2.1 0.22
H 0.470912 -2.113800 0.063555 0.2 -0.2 0.9 0.20
H -0.549165 0.221902 1.507322 -1.1 -0.3 1.9 0.61
H -1.981973 -0.282583 -0.172984 0.7 0.9 -1.3 0.28
H -0.974992 1.316532 -0.215122 -1.0 -0.1 0.0 0.21
H 0.505740 0.619667 -1.930333 3.0 1.7 0.1 0.37
H -1.123096 0.566138 -2.550837 1.3 -0.9 1.3 0.33
H -0.106286 1.969904 1.688910 -1.4 0.4 0.4 0.07
```
Forces are in eV/Å.

=====

[5]
Density functional theory data (ωB97M-V/def2-TZVPD) for a cluster of 2 separate species, C4H8ClO2P in total.

## Properties
**Energy above the lowest of the compared OMol25 structures with the same formula, charge and spin**: 273.56 kJ/mol
**Electronic energy**: -1109.16174 a.u.
**E_LUMO (alpha / beta)**: -0.72 / -2.07 eV
**HOMO (alpha / beta)**: -0.3406 / -0.3038 Eh

XYZ file:
```
16
Properties=species:S:1:pos:R:3:forces:R:3:mulliken_charge:R:1
C 2.239533 -0.044661 0.512270 -1.8 0.6 -2.7 -0.94
C 1.434506 0.696082 -0.368631 -0.9 -0.7 -1.6 0.29
C -1.114008 -1.936224 0.171337 -1.1 -1.5 0.6 -0.60
C 1.191978 2.078971 -0.361656 -0.4 -2.2 0.7 -1.02
O -1.943216 0.289683 -1.554908 0.0 0.2 -0.2 -0.48
O -1.111465 -0.665058 0.687859 -0.8 4.0 0.1 -0.23
P -1.730009 0.601721 -0.133460 0.6 -1.0 0.4 0.68
Cl -3.490953 1.051467 0.826020 0.1 0.0 0.1 -0.24
H 2.537324 -1.038213 0.288393 0.0 -0.7 -0.1 0.32
H 2.526806 0.373064 1.395511 1.1 1.1 2.2 0.32
H 0.850682 0.122373 -1.200238 1.6 0.9 1.2 0.37
H -1.551038 -2.468063 1.013693 0.4 -1.0 -0.2 0.24
H -0.105994 -2.188277 -0.039887 0.8 -0.7 -0.3 0.21
H -1.765803 -2.086736 -0.675478 0.0 0.2 -0.5 0.35
H 0.562053 2.586163 -1.050820 -0.3 0.0 -0.7 0.41
H 1.469602 2.627702 0.489991 0.7 0.8 0.9 0.31
```
Forces are in eV/Å.

=====

[6]
Density functional theory data (ωB97M-V/def2-TZVPD) for a structure of composition C4H8ClO2Y.

## Properties
**Energy above the lowest of the compared OMol25 structures with the same formula, charge and spin**: 54.49 kJ/mol
**Electronic energy**: -805.59105 a.u.
**E_LUMO**: -11.01 eV
**Charge**: +2
**HOMO**: -0.6865 Eh

XYZ file:
```
16
Properties=species:S:1:pos:R:3:forces:R:3:mulliken_charge:R:1
Y 10.251942 -8.288128 10.447550 0.8 5.0 -0.9 1.91
Cl 10.581533 -6.026325 11.570503 -0.4 -3.0 -1.0 -0.22
O 10.517060 -6.879885 8.411977 -0.2 -2.2 1.8 -0.41
C 10.556612 -5.911087 7.611979 -0.3 0.8 0.0 0.73
O 11.032883 -5.994991 6.426818 0.4 -0.4 0.2 -0.27
C 11.793338 -7.176737 6.024714 0.2 -0.9 0.2 -0.17
C 13.214562 -7.123236 6.533573 0.4 0.8 0.0 -1.06
C 10.054972 -4.550982 7.935439 -0.5 0.2 0.0 -1.00
H 11.733790 -7.203181 4.942891 0.0 0.2 0.0 0.32
H 11.303586 -8.068476 6.419512 -0.3 0.1 -0.2 0.23
H 13.675920 -6.168439 6.272118 0.0 -0.1 -0.2 0.32
H 13.811233 -7.918332 6.089877 -0.1 0.0 -0.1 0.38
H 13.322684 -7.190146 7.619593 -0.3 -0.2 0.0 0.26
H 10.900505 -3.863611 7.999492 0.0 -0.1 0.0 0.32
H 9.464356 -4.496905 8.844313 0.2 -0.2 0.1 0.32
H 9.428063 -4.203129 7.112463 0.1 0.0 -0.1 0.36
```
Forces are in eV/Å.

=====

[7]
Density functional theory data (ωB97M-V/def2-TZVPD) for an isolated molecule of C4H8ClOP.

## Properties
**Energy above the lowest of the compared OMol25 structures with the same formula, charge and spin**: 489.37 kJ/mol
**Electronic energy**: -1033.84849 a.u.
**E_LUMO (alpha / beta)**: -0.63 / 0.65 eV
**HOMO (alpha / beta)**: -0.2572 / -0.2946 Eh

XYZ file:
```
15
Properties=species:S:1:pos:R:3:forces:R:3:mulliken_charge:R:1
C 0.813192 -0.713121 -0.082240 0.7 1.9 2.2 -0.94
C -0.576967 -1.222912 0.432137 2.2 1.7 -1.9 -0.27
C 1.428680 0.671743 0.403179 -0.2 -0.3 -1.6 -0.76
C -1.540310 -0.358318 -0.161744 -1.8 2.7 -2.2 0.19
O -1.665352 -0.245753 -1.537492 2.0 -3.3 1.7 -0.46
P 0.545451 2.080810 -0.399256 -0.8 -1.9 -1.3 -0.03
Cl -2.883122 0.199797 0.727086 -0.6 0.0 0.3 -0.22
H 1.642086 -1.214877 0.318270 0.6 -2.4 0.1 0.40
H 0.774777 -0.765011 -1.137350 0.2 0.0 -1.1 0.38
H -0.580698 -2.139107 -0.082973 -0.5 -2.1 0.2 0.23
H -0.778686 -1.153613 1.456316 0.3 -0.7 1.6 0.35
H 1.528928 0.680836 1.483425 -0.3 0.2 0.2 0.44
H 2.494667 0.696792 0.000587 -1.2 -0.1 0.4 0.36
H -2.137560 0.469791 -1.869060 -1.4 2.2 -0.2 0.33
H 0.934921 3.012941 0.449120 0.7 1.9 1.7 -0.01
```
Forces are in eV/Å.

=====

[8]
Density functional theory data (ωB97M-V/def2-TZVPD) for a structure of composition C4H8CrF6N3O16S6.

## Properties
**Electronic energy**: -5558.23857 a.u.
**E_LUMO (alpha / beta)**: 4.05 / 4.15 eV
**Charge**: -2
**HOMO (alpha / beta)**: -0.1472 / -0.1499 Eh
**2S+1**: 4

XYZ file:
```
44
Properties=species:S:1:pos:R:3:forces:R:3:mulliken_spin:R:1
Cr -0.064950 -0.329948 0.210808 -3.4 -4.4 -0.3 3.11
N 0.595941 0.819208 -1.269044 2.0 2.2 -4.2 0.01
S 1.950233 1.744723 -1.424814 1.8 1.4 5.8 0.01
O 1.733737 3.135846 -1.570004 -0.3 0.1 -1.1 0.00
O 3.141110 1.147708 -1.932585 -0.5 -0.4 -1.0 0.00
F 2.256167 1.690138 0.167957 -0.1 -0.3 -0.4 0.00
S 0.341838 0.792174 -2.938410 -5.0 -2.8 -0.8 0.01
O 1.144903 -0.205115 -3.556738 0.7 0.5 -0.1 0.00
O 0.024184 2.035918 -3.542354 1.6 0.7 0.2 0.00
F -1.099409 0.169193 -2.959187 0.4 -0.2 0.6 0.00
N -0.029552 0.841599 1.831653 -0.7 3.3 2.1 0.03
S -0.313662 2.531135 1.955387 0.5 0.3 -3.1 0.01
O 0.886694 3.234694 2.224545 0.2 -0.1 0.6 0.00
O -1.528576 2.889625 2.559108 -0.6 -0.1 0.8 0.00
F -0.550245 2.779204 0.433528 0.0 -0.3 -0.1 0.00
S 0.048535 0.527664 3.395482 0.4 -4.1 1.5 0.01
O -1.098446 0.721529 4.202557 -0.4 1.0 -0.1 0.00
O 1.331388 0.793970 3.948512 0.5 0.5 0.1 0.00
F 0.032268 -1.068442 3.290381 0.5 0.2 -0.5 0.00
N -4.453535 -0.021217 -0.869659 0.9 2.0 1.4 0.00
S -3.674349 0.559657 0.435443 0.4 -2.1 -0.3 0.00
O -4.180070 1.665687 1.165941 -0.4 0.4 -0.4 0.00
O -2.249512 0.552026 0.210578 0.9 -0.1 -0.2 -0.03
F -3.913431 -0.656899 1.385137 0.0 -0.1 -0.1 0.00
S -4.945129 1.273977 -1.664284 -2.1 -0.9 -1.1 0.00
O -3.971304 2.155285 -2.218463 0.3 -0.1 0.2 0.00
O -6.147945 1.831081 -1.123582 0.1 0.5 0.1 0.00
F -5.535345 0.450509 -2.916912 0.5 0.2 0.0 0.00
C -1.441210 -2.407165 -0.242950 -1.8 4.9 -0.1 0.01
O -2.597258 -2.722147 -0.463367 0.9 -2.2 0.3 0.00
O -0.946642 -2.009069 0.927740 0.7 -0.3 1.2 -0.08
O -0.744548 -1.709496 -1.146566 1.9 0.3 -0.5 -0.10
C 4.059607 -1.127098 0.105080 0.1 0.4 -1.2 0.00
C 2.682380 -1.654383 -0.222308 -1.1 -0.6 0.9 0.00
C 2.526552 -3.168933 -0.034291 0.4 0.2 0.0 0.00
O 1.743748 -1.029614 0.737807 0.8 -0.1 -0.6 -0.03
H 4.698407 -1.256158 -0.773677 0.1 -0.3 0.2 0.00
H 4.496708 -1.631464 0.966082 0.0 0.0 0.1 0.00
H 4.027535 -0.046897 0.233364 -0.1 0.0 0.3 0.00
H 2.242337 -1.395804 -1.182683 0.5 0.4 -0.1 0.00
H 3.241174 -3.519786 0.716204 -0.1 -0.1 0.0 0.00
H 2.725920 -3.694208 -0.968076 0.0 0.0 0.0 0.00
H 1.514612 -3.387596 0.303574 -0.1 0.0 -0.2 0.00
H 2.039139 -1.301112 1.613086 -0.6 0.2 0.3 0.00
```
Forces are in eV/Å.